106
Properties=species:S:1:pos:R:3:lowdin_charge:R:1 method="wB97M-V/def2-TZVPD" e_homo_ev=-18.053 relative_energy_kcal_mol=0.0 orbital_gap_ev=6.543 total_charge=+4 e_lumo_ha=-0.423 e_tot_ha=-3509.8033
Pt -0.993 0.452 -1.012 0.838
S -0.288 -1.146 0.350 0.995
P 2.621 -0.754 0.395 1.031
P -1.869 1.661 0.698 0.949
O -0.236 -0.551 -2.754 -0.103
O 1.093 -0.702 1.064 -0.414
C 4.576 -0.786 3.885 -0.027
C 0.382 -0.679 -5.027 0.044
C -0.741 3.582 -4.991 0.011
C -2.036 3.192 -2.994 -0.021
C 3.678 -1.082 2.880 -0.054
C 0.156 -2.577 -0.548 -0.349
C 5.514 1.000 2.544 -0.025
C 1.159 -6.319 -2.322 -0.060
C -3.595 -2.870 5.000 -0.059
C -1.803 -3.440 3.187 0.042
C 0.986 3.335 3.044 -0.036
C -2.202 -0.702 2.289 -0.121
C -5.415 2.545 -1.012 -0.032
C -5.536 3.918 -0.813 -0.016
C -3.447 1.304 2.845 -0.013
C -0.031 2.511 2.584 -0.064
C -0.179 0.033 -3.854 -0.328
C -0.679 1.410 -3.951 -0.163
C 4.031 -4.363 -0.822 0.042
C 3.692 -0.318 1.702 -0.300
C -0.600 2.750 1.331 -0.362
C 2.898 -4.951 -1.332 -0.097
C 0.610 -5.031 -1.781 -0.092
C -1.607 4.043 -4.012 0.006
C -3.263 2.596 0.070 -0.403
C -0.280 2.268 -4.967 0.024
C 1.659 -4.279 -1.222 -0.063
C 4.614 0.723 1.529 -0.043
C 2.657 0.365 -0.969 -0.307
C -0.888 -3.299 -1.114 -0.039
C -0.675 -4.525 -1.748 0.043
C -4.535 4.624 -0.159 -0.029
C 5.492 0.251 3.714 -0.003
C -0.136 3.805 0.537 -0.118
C -1.112 -2.929 2.106 -0.009
C -4.301 -1.523 5.278 -0.059
C -2.874 -1.282 3.385 -0.059
C -1.298 -1.612 1.632 -0.316
C 2.360 2.587 -1.831 -0.036
C -4.286 1.882 -0.567 -0.104
C -3.800 -0.604 4.204 -0.100
C 1.428 4.396 2.264 -0.023
C 2.681 -6.266 -2.028 -0.059
C 0.866 4.633 1.013 -0.048
C 1.505 -3.027 -0.615 -0.115
C -2.520 0.648 2.026 -0.285
C -4.085 0.713 3.935 0.047
C 2.700 -2.421 -0.139 -0.244
C 3.155 -0.064 -2.202 -0.038
C 2.256 1.693 -0.779 -0.082
C 2.876 2.166 -3.054 -0.025
C 3.270 0.847 -3.241 -0.040
C -1.578 1.886 -2.980 -0.113
C -2.704 -2.607 3.830 -0.080
C -3.396 3.967 0.289 -0.078
C 3.913 -3.090 -0.240 -0.002
H -4.054 -1.127 6.265 0.146
H -0.568 3.990 -0.440 0.105
H 3.006 -7.094 -1.396 0.145
H -5.388 -1.609 5.245 0.145
H -1.514 -5.062 -2.171 0.141
H 1.902 2.030 0.189 0.100
H 4.578 -1.364 4.798 0.128
H 4.997 -4.846 -0.866 0.142
H -4.784 1.285 4.531 0.143
H 0.944 -6.415 -3.388 0.143
H 4.809 -2.610 0.140 0.134
H -3.689 2.337 2.623 0.125
H -1.902 -2.920 -1.038 0.135
H 3.695 0.535 -4.186 0.128
H 0.676 -7.170 -1.838 0.145
H 1.268 -0.156 -5.393 0.102
H -1.635 -4.459 3.507 0.143
H -2.753 3.531 -2.260 0.099
H 1.415 3.165 4.023 0.124
H -0.396 1.706 3.211 0.113
H 1.203 5.473 0.420 0.126
H 2.077 3.621 -1.690 0.117
H 4.639 1.299 0.613 0.114
H -0.405 -3.572 1.600 0.126
H 6.239 1.792 2.419 0.129
H 6.203 0.470 4.501 0.133
H -6.209 1.996 -1.501 0.127
H -0.427 4.244 -5.787 0.137
H -2.176 1.167 -2.355 0.066
H -3.021 -3.238 5.853 0.148
H -4.213 0.806 -0.697 0.111
H 3.473 -1.090 -2.342 0.121
H -2.635 4.524 0.819 0.112
H 2.203 5.053 2.638 0.128
H -0.343 -0.678 -5.845 0.127
H 2.978 -1.900 3.003 0.120
H -4.303 -3.664 4.751 0.151
H 2.991 2.879 -3.860 0.129
H 0.647 -1.698 -4.760 0.104
H -4.644 5.686 0.016 0.129
H 3.279 -6.323 -2.938 0.143
H 0.396 1.927 -5.739 0.134
H -1.973 5.061 -4.051 0.135
H -6.424 4.434 -1.155 0.131